A 2-piece molecular cluster, C3H9NO2S overall. Source: the Open Molecules 2025 dataset; level of theory: the ωB97M-V functional and the def2-TZVPD basis.

Each line ends with the Löwdin charge.
Atoms and positions in Å:
O  -1.833  0.427  -1.370  -0.0194
C  -1.466  -0.127  -0.340  -0.3405
N  -1.029  0.610  0.756  0.0075
C  -0.223  -0.043  1.754  -0.3027
C  1.309  -0.235  1.447  -0.5266
S  1.603  -1.298  -0.009  0.7287
H  -1.604  -1.203  -0.361  0.1373
H  -0.783  1.637  0.702  0.1749
H  -0.846  -0.981  1.893  0.1305
H  -0.170  0.406  2.729  0.0978
H  1.879  -0.631  2.284  0.0558
H  1.714  0.826  1.307  0.0950
H  1.188  -0.413  -0.861  -0.1945
O  0.349  0.108  -3.095  -0.0996
H  0.424  0.567  -4.019  0.1007
H  -0.512  0.349  -2.816  -0.0451

Forces on atoms 1 to 6 (eV/Å):
0.1750 0.0893 0.3757
-0.5784 2.4479 -1.0427
1.2848 0.9769 0.1042
-0.0149 -2.6365 0.5045
-0.7570 1.3237 -0.8671
0.5120 -0.3796 1.1374

For the LUMO energy, the calculation gives 0.777 eV. Its structure (SMILES) is O=CNCCS.O. The frontier orbital gap comes out at 0.363 Ha. Its molar mass is 123.2 g/mol. The energy above the lowest of the compared OMol25 structures with the same formula, charge and spin comes out at 38.66 kcal/mol. The energy is -723.1067 a.u. As for the charge: 0.


A 2-piece molecular cluster, C4H4N2 overall. Source: the Open Molecules 2025 dataset; level of theory: the ωB97M-V functional and the def2-TZVPD basis.

Each line ends with the Löwdin charge.
Atoms and positions in Å:
C  1.134  0.087  -0.495  0.0250
C  0.309  0.929  0.127  -0.1954
C  0.190  2.309  -0.261  -0.2343
N  0.087  3.427  -0.549  0.1408
C  -2.049  -1.379  0.279  -0.0518
N  -1.397  -2.304  0.592  0.0444
H  -0.898  -3.125  0.870  0.0730
H  1.753  0.401  -1.330  0.0734
H  1.204  -0.948  -0.175  0.0514
H  -0.333  0.603  0.941  0.0735

Forces on atoms 1 to 6 (eV/Å):
-0.1143 0.1587 0.1187
0.1429 -0.2228 -0.1458
-0.1016 1.1188 -0.2525
0.1172 -1.2279 0.2973
0.6165 -0.9458 0.3195
-0.6200 0.7701 -0.2532

For the LUMO energy, the calculation gives 0.507 eV. The frontier orbital gap comes out at 0.402 Ha. Its molar mass is 80.1 g/mol. The energy above the lowest of the compared OMol25 structures with the same formula, charge and spin comes out at 52.02 kcal/mol. The energy is -264.2435 a.u. As for the charge: 0.